Computed, not measured: a structure of composition C73H75GeN7O2SSr in a non-equilibrium geometry, with ωB97M-V/def2-TZVPD.

Structure (XYZ):
```
160
Properties=species:S:1:pos:R:3:forces:R:3
Sr -0.017 0.160 -0.220 0.3 -2.0 1.1
C 2.793 4.106 4.537 0.0 0.0 0.0
C 2.736 2.572 4.552 0.0 0.1 -0.1
C 2.625 1.980 3.182 -0.1 0.0 0.0
C 3.618 1.503 2.384 0.0 -0.1 -0.1
C 5.087 1.444 2.668 0.0 0.1 -0.1
C 5.850 2.655 2.107 0.0 0.0 0.0
C 2.981 1.093 1.133 0.0 0.0 -0.1
N 1.645 1.295 1.212 0.5 0.5 0.2
C 1.387 1.857 2.414 -0.1 0.0 0.0
C 0.121 2.293 2.839 0.0 -0.1 -0.2
C -1.061 2.356 2.086 0.0 0.1 0.0
C -2.355 2.841 2.568 0.1 0.0 0.0
C -2.631 3.335 3.955 0.1 0.1 -0.1
C -2.245 4.812 4.142 0.0 -0.1 0.0
C -3.210 2.781 1.510 0.0 0.0 -0.1
C -2.438 2.263 0.384 0.1 0.1 -0.1
C -2.943 2.038 -0.907 0.1 0.0 0.0
C -2.265 1.555 -2.035 0.1 0.1 -0.1
N -0.939 1.272 -2.086 -0.5 0.5 -0.9
C -0.669 0.789 -3.325 0.1 0.2 -0.1
C 0.605 0.382 -3.753 0.0 0.3 0.2
C 1.787 0.325 -2.996 0.0 0.3 0.0
N 1.864 0.509 -1.655 0.7 0.1 -0.7
C 3.167 0.409 -1.294 0.1 0.1 0.0
C 3.668 0.639 -0.004 -0.2 0.1 0.0
C 3.980 0.124 -2.475 0.0 0.0 0.1
C 3.122 0.075 -3.534 0.0 0.2 0.0
C 3.444 -0.101 -4.987 0.0 0.2 -0.1
C 3.518 1.237 -5.743 0.0 -0.1 0.1
C 5.471 -0.028 -2.481 0.0 0.2 0.0
C 6.208 1.319 -2.572 0.0 -0.1 0.0
C -1.895 0.767 -4.128 0.1 -0.1 0.1
C -2.887 1.234 -3.322 0.0 0.1 0.1
C -4.342 1.404 -3.635 0.1 0.2 0.0
C -4.709 2.861 -3.967 0.0 -0.1 0.0
C -2.012 0.281 -5.542 0.2 0.2 0.0
C -1.327 1.196 -6.573 -0.1 0.0 0.1
N -1.167 2.014 0.779 -0.4 0.7 0.2
C -4.660 3.155 1.461 0.1 0.1 -0.1
C -4.901 4.541 0.839 0.0 -0.1 0.0
H 2.827 4.516 5.553 0.0 0.0 -0.1
H 1.915 4.515 4.028 0.1 0.0 0.0
H 3.680 4.453 3.998 -0.1 0.0 0.0
H 1.879 2.256 5.155 0.0 0.0 0.0
H 3.629 2.182 5.048 0.0 0.0 0.0
H 5.499 0.527 2.239 0.0 0.0 0.0
H 5.247 1.385 3.747 0.0 0.0 0.0
H 5.713 2.722 1.024 0.0 0.0 0.1
H 6.923 2.588 2.319 -0.1 0.0 0.0
H 5.470 3.583 2.546 0.0 -0.1 -0.1
H 0.058 2.656 3.860 0.0 0.0 0.0
H -2.075 2.725 4.671 0.0 0.0 0.0
H -3.690 3.207 4.188 0.0 0.0 0.0
H -1.181 4.957 3.929 -0.1 0.0 0.0
H -2.444 5.155 5.164 0.0 0.0 -0.1
H -2.809 5.445 3.450 0.1 -0.1 0.1
H -4.005 2.222 -1.036 0.0 0.0 0.0
H 0.690 0.064 -4.787 0.0 0.0 0.0
H 4.738 0.502 0.116 0.0 0.0 0.0
H 2.681 -0.732 -5.453 0.1 0.0 0.0
H 4.395 -0.630 -5.091 0.0 0.0 0.0
H 2.562 1.765 -5.673 0.1 0.0 0.0
H 3.758 1.089 -6.802 0.0 0.0 0.1
H 4.283 1.883 -5.304 -0.1 0.0 0.0
H 5.769 -0.661 -3.320 0.0 0.0 0.0
H 5.785 -0.543 -1.570 0.0 0.0 0.0
H 5.969 1.825 -3.511 0.0 0.0 0.1
H 7.294 1.186 -2.521 -0.1 0.0 0.0
H 5.900 1.975 -1.753 0.0 -0.1 -0.1
H -4.929 1.061 -2.780 0.0 0.0 0.0
H -4.615 0.762 -4.475 0.0 0.0 0.0
H -4.389 3.527 -3.161 0.0 0.0 -0.1
H -5.789 2.982 -4.109 0.1 0.0 0.0
H -4.202 3.183 -4.882 0.0 0.0 0.1
H -3.070 0.200 -5.799 0.0 0.0 0.0
H -1.598 -0.729 -5.611 0.0 0.0 -0.1
H -1.578 2.245 -6.380 0.0 -0.1 0.0
H -1.646 0.947 -7.591 0.0 0.0 0.1
H -0.239 1.107 -6.532 -0.1 0.0 0.0
H -5.074 3.136 2.472 0.0 0.0 0.0
H -5.205 2.402 0.882 0.0 0.0 0.0
H -4.421 5.319 1.441 0.0 -0.1 -0.1
H -5.971 4.770 0.770 0.1 0.0 0.0
H -4.471 4.587 -0.166 0.0 0.0 0.1
S -1.994 -3.315 -4.083 -0.1 0.1 0.2
C -0.316 -3.395 -4.497 0.0 0.0 0.0
C 0.297 -4.005 -5.589 0.1 0.0 0.0
C 1.679 -3.933 -5.696 -0.1 0.0 0.1
C 2.431 -3.266 -4.722 -0.1 0.0 0.1
C 1.819 -2.664 -3.634 0.1 -0.2 0.2
C 0.429 -2.724 -3.517 -0.1 0.0 0.2
N -0.312 -2.171 -2.481 0.0 -0.1 0.0
C -1.580 -2.384 -2.604 0.0 -0.1 -0.2
C -2.635 -1.941 -1.667 0.0 0.0 -0.1
C -3.977 -2.266 -1.947 0.2 0.1 -0.1
C -4.982 -1.869 -1.088 0.2 0.1 0.0
C -4.627 -1.169 0.068 0.1 0.0 0.0
C -3.295 -0.872 0.320 0.0 -0.1 0.1
C -2.216 -1.210 -0.536 -1.0 -0.5 0.0
H -0.292 -4.526 -6.337 0.0 0.0 0.1
H 2.177 -4.403 -6.535 0.0 0.0 0.0
H 3.511 -3.214 -4.821 -0.1 0.0 0.0
H 2.396 -2.142 -2.874 -0.1 -0.2 -0.1
H -4.235 -2.837 -2.837 0.0 0.0 0.0
H -6.018 -2.108 -1.299 0.0 0.0 0.0
H -5.402 -0.861 0.768 0.0 0.0 0.0
H -3.069 -0.347 1.254 -0.1 0.0 -0.2
O 2.429 -4.141 1.947 -0.3 0.5 -0.2
C 1.967 -3.114 1.408 0.5 -0.3 0.0
O 2.203 -1.899 1.731 -0.2 -0.5 -0.1
C 1.022 -3.275 0.205 0.1 -0.1 0.1
C 0.985 -4.682 -0.397 0.3 0.3 0.6
Ge 0.156 -5.970 0.813 -0.6 -0.5 -0.4
C 0.540 -7.792 0.132 0.0 -0.1 -0.1
C 1.422 -8.032 -0.925 0.0 0.0 0.1
C 1.572 -9.308 -1.467 0.0 0.0 0.1
C 0.838 -10.372 -0.955 -0.1 0.1 0.1
C -0.044 -10.154 0.102 0.1 0.1 0.0
C -0.189 -8.878 0.636 0.1 0.0 -0.1
C -1.785 -5.829 0.408 -0.1 0.1 -0.1
C -2.774 -5.995 1.383 0.0 0.0 -0.2
C -4.126 -5.898 1.065 0.0 0.0 -0.1
C -4.518 -5.620 -0.239 0.2 0.0 0.0
C -3.551 -5.462 -1.229 0.0 -0.1 0.1
C -2.201 -5.576 -0.906 -0.1 0.0 0.1
C 0.212 -6.104 2.758 0.3 0.4 0.2
C 0.941 -7.111 3.389 -0.1 0.1 0.1
C 1.040 -7.149 4.779 -0.1 0.1 -0.1
C 0.418 -6.173 5.550 0.0 -0.1 -0.1
C -0.308 -5.161 4.930 0.0 -0.1 0.0
C -0.413 -5.128 3.544 0.1 0.0 -0.1
H 1.362 -2.543 -0.530 -0.1 0.0 -0.1
H 0.018 -2.960 0.532 0.1 0.0 -0.1
H 1.995 -5.006 -0.663 -0.1 0.0 0.1
H 0.366 -4.714 -1.294 0.0 0.1 -0.1
H 1.999 -7.207 -1.337 -0.1 -0.1 0.0
H 2.261 -9.471 -2.290 0.0 0.0 0.0
H 0.944 -11.364 -1.383 0.0 0.0 0.0
H -0.622 -10.980 0.507 0.0 0.1 0.0
H -0.888 -8.715 1.455 0.1 0.0 -0.1
H -2.481 -6.194 2.409 -0.1 0.0 0.0
H -4.878 -6.026 1.838 0.0 0.0 0.0
H -5.570 -5.516 -0.483 0.0 0.0 0.0
H -3.846 -5.226 -2.248 0.1 -0.1 0.1
H -1.465 -5.459 -1.700 -0.1 0.0 0.1
H 1.447 -7.865 2.792 0.0 0.1 0.1
H 1.615 -7.934 5.258 0.0 0.0 0.0
H 0.506 -6.196 6.631 0.0 0.0 0.0
H -0.776 -4.380 5.519 0.0 0.0 0.0
H -0.967 -4.318 3.072 0.1 -0.1 0.1
N 0.123 -1.426 3.272 0.0 -0.2 0.2
C 0.050 -1.150 4.587 0.0 0.0 -0.3
C -1.279 -1.260 4.946 -0.2 -0.1 0.0
C -1.931 -1.635 3.747 -0.1 0.2 0.1
N -1.078 -1.734 2.732 0.5 0.2 0.7
H 1.005 -1.574 2.716 -0.1 0.2 -0.1
H 0.936 -0.895 5.160 -0.2 -0.1 -0.2
H -1.714 -1.106 5.925 0.0 0.0 -0.2
H -2.984 -1.820 3.578 0.1 0.0 0.0
```
Positions in Å, forces in eV/Å.

Calculated values
Gap between HOMO and LUMO   5.6 eV
Total charge   -2
E_tot   -5866.55414 a.u.